No. 1
Here is C5H13AuO3 as an isolated structure at a distorted geometry from the OMol25 dataset. Energies are from ωB97M-V/def2-TZVPD.

HOMO level (alpha / beta) = -0.60303 / -0.66083 hartree
orbital gap (alpha / beta) = 0.306 / 0.205 hartree
multiplicity = 3
total charge = +2
ΔE to the lowest compared entry with this formula, charge and spin = 0.0 kJ/mol

```
22
Properties=species:S:1:pos:R:3:forces:R:3:mulliken_charge:R:1
C 1.018344 -0.690263 -0.710489 -1.05 0.65 -3.19 -0.4681
O -0.154001 -0.007817 -1.128618 1.17 -0.28 0.43 -0.4087
C -1.343662 -0.659972 -0.799977 -0.26 -1.06 -0.39 -0.6983
C -2.245266 0.267093 -0.021975 -0.09 -1.05 -0.39 -0.2326
O -2.182339 1.565616 -0.557971 -0.57 -0.27 0.75 0.0278
C -3.181537 2.419190 -0.063641 -0.12 1.71 -0.36 -0.5446
H 1.853898 -0.140117 -1.177556 -0.27 -0.04 0.56 0.4688
H 1.039754 -1.715530 -1.132725 -0.12 0.14 0.75 0.5567
H -1.138103 -1.556150 -0.178877 -0.34 0.34 -0.24 0.4525
H -1.866186 -1.004180 -1.713507 0.30 0.22 0.27 0.4059
H -1.938285 0.276920 1.040397 -0.13 0.48 -0.10 0.2740
H -3.280863 -0.117863 -0.070589 0.10 0.39 0.30 0.4291
H -3.125691 2.505246 1.035764 -0.01 -0.36 -0.11 0.3580
H -3.025318 3.410422 -0.506042 0.03 -0.38 0.04 0.2942
H -4.188364 2.057018 -0.335927 0.17 -0.27 0.08 0.3652
Au 1.201062 -0.625963 1.268166 -7.38 -0.84 0.49 0.4030
O 3.004471 -0.482393 1.411156 7.06 0.92 1.71 -0.4654
H 3.406356 0.333612 1.732140 0.45 0.10 -0.05 0.3900
C 3.881982 -1.300735 0.626634 1.03 -0.69 -0.94 -0.5065
H 4.877273 -1.304861 1.080140 -0.23 0.03 -0.13 0.3119
H 3.482764 -2.319529 0.600866 0.06 0.28 0.25 0.2721
H 3.903714 -0.909738 -0.397377 0.22 -0.04 0.28 0.3152
```
Forces are in eV/Å.

=====

No. 2
Here is one molecule with the formula C5H8O2 from the OMol25 dataset. Energies are from ωB97M-V/def2-TZVPD.

HOMO level = -0.32760 hartree
orbital gap = 0.341 hartree
total charge = 0
ΔE to the lowest compared entry with this formula, charge and spin = 281.6 kJ/mol

```
15
Properties=species:S:1:pos:R:3:forces:R:3:mulliken_charge:R:1
C 1.420919 1.237200 -1.464974 0.01 0.05 -0.10 -1.2470
C 1.161030 0.215994 -0.364952 0.06 -0.05 0.00 -0.2388
C -0.300031 0.205408 0.058381 -0.04 0.02 -0.06 -0.6561
C -0.580817 -0.817398 1.135375 0.36 -0.02 0.22 1.0413
O 0.229014 -1.627214 1.549042 -0.28 0.15 -0.31 -0.5671
C -1.863811 -0.710994 1.863240 -0.25 0.03 -0.12 -0.7411
O -2.841553 -1.243115 1.174634 0.22 0.10 0.43 -0.2918
H 0.819358 1.011017 -2.352621 0.07 0.04 0.09 0.3213
H 2.471704 1.234789 -1.769824 -0.13 0.03 0.06 0.3473
H 1.160455 2.251839 -1.140479 0.07 -0.14 -0.03 0.3204
H 1.783261 0.420910 0.514396 -0.08 -0.03 -0.15 0.3081
H 1.434949 -0.788143 -0.705256 0.00 0.14 0.06 0.2851
H -0.619044 1.195873 0.414014 0.05 -0.15 0.05 0.3629
H -0.961173 -0.010280 -0.794639 0.07 -0.06 0.10 0.3043
H -3.628375 -1.162547 1.733719 -0.14 -0.10 -0.24 0.4511
```
Forces are in eV/Å.

=====

No. 3
Here is C28H28N2O2PSZr as an isolated structure at a distorted geometry from the OMol25 dataset. Energies are from ωB97M-V/def2-TZVPD.

HOMO level = -0.40517 hartree
orbital gap = 0.269 hartree
total charge = +1

```
63
Properties=species:S:1:pos:R:3:forces:R:3:mulliken_charge:R:1
Zr 0.877335 0.532814 -0.092468 1.11 -0.97 -3.11 -1.5146
O 0.775735 2.538314 0.337732 0.40 1.25 0.19 -0.6315
C 0.216535 2.156114 1.417632 -0.78 1.32 0.83 0.7927
O 0.665835 1.093514 1.943232 0.15 -0.30 0.59 -0.4073
C -1.167865 2.612614 1.686732 -0.01 -0.19 -0.17 -1.0254
P -1.829265 1.261214 0.496732 -1.50 0.33 1.45 1.0431
C -2.072365 -0.169186 1.622232 -0.15 0.01 -0.14 1.2648
C -1.789265 -0.231686 2.981332 -0.09 0.01 -0.14 -0.4536
C -2.080465 -1.383586 3.693432 0.01 -0.04 0.08 -0.7678
C -2.610465 -2.491886 3.056332 0.05 -0.04 0.02 -0.6303
C -2.859665 -2.446686 1.693932 -0.05 -0.06 -0.06 -0.6910
C -2.613465 -1.288286 0.984532 -0.10 0.20 0.03 -0.7063
C -3.577065 1.664914 0.162532 0.48 -0.02 -0.56 0.5205
C -4.002465 1.427514 -1.143368 0.14 0.06 0.07 -0.1347
C -5.329865 1.627314 -1.480668 -0.08 -0.02 -0.04 -0.7262
C -6.223465 2.074314 -0.520468 0.05 -0.02 -0.15 -0.4587
C -5.798565 2.308114 0.779132 -0.02 0.02 0.10 -0.7085
C -4.477265 2.097014 1.130732 0.14 0.01 -0.02 -0.4382
H -1.359965 3.600914 1.267832 0.02 -0.16 0.00 0.5462
H -1.494365 2.529714 2.719032 -0.01 -0.07 -0.05 0.4369
H -1.344665 0.596914 3.507532 0.02 0.11 0.02 0.2039
H -1.896065 -1.402886 4.755932 0.05 -0.05 0.13 0.4493
H -2.835265 -3.384886 3.619032 0.00 -0.09 0.05 0.4430
H -3.258965 -3.306286 1.178532 -0.11 -0.11 -0.01 0.4987
H -2.871865 -1.235286 -0.068768 0.06 -0.05 0.02 0.4296
H -3.288565 1.085414 -1.886068 -0.08 0.02 0.00 0.3471
H -5.658665 1.435214 -2.491468 -0.06 0.02 -0.05 0.4191
H -7.253165 2.249614 -0.791368 -0.11 -0.01 0.01 0.3980
H -6.506165 2.651514 1.519732 -0.01 0.03 0.06 0.4046
H -4.148865 2.267814 2.146532 -0.01 0.00 0.09 0.3773
S -0.549765 -0.764186 -1.921468 -0.03 0.63 -0.19 -0.4296
C -0.105665 -1.976886 -0.788368 0.21 -0.30 0.38 0.7307
C -0.276765 -3.351286 -1.004268 0.12 0.27 0.10 -1.0335
C 0.184535 -4.229086 -0.052268 0.09 0.26 0.16 -0.2225
C 0.773935 -3.733986 1.118732 0.02 0.27 0.00 -1.1618
C 0.891635 -2.372286 1.283132 0.11 -0.29 0.37 -0.2734
N 0.473035 -1.504586 0.348832 -0.56 -1.80 0.17 0.7653
H -0.736565 -3.682086 -1.923968 0.01 0.00 -0.02 0.5194
H 0.108635 -5.293586 -0.214368 -0.05 -0.10 0.03 0.4766
H 1.153235 -4.398686 1.875832 0.00 -0.06 0.11 0.4948
H 1.340435 -1.925886 2.168732 -0.06 -0.18 -0.14 0.4874
C 4.006335 1.737114 -3.597068 -0.14 0.15 -0.02 -0.9953
N 2.739635 1.132514 -3.223668 -0.29 -0.08 0.10 0.1547
C 1.930935 2.050014 -2.447868 0.61 -0.15 0.19 -0.5691
C 2.894235 -0.196886 -2.640168 0.09 -0.05 0.10 -1.2582
C 3.670135 -0.241886 -1.334168 -0.13 -0.04 -0.28 0.9640
C 5.038135 -0.502886 -1.350768 -0.27 0.04 0.07 -0.8230
C 5.757935 -0.514186 -0.168768 -0.03 0.00 0.01 -0.6108
C 5.110035 -0.282986 1.032932 -0.18 0.04 0.18 -0.9466
C 3.743935 -0.027586 1.053332 -0.03 0.05 0.23 -0.2859
C 2.990735 0.011814 -0.128668 0.56 0.02 -0.06 1.3823
H 3.816835 2.579714 -4.260868 0.02 0.09 0.01 0.3422
H 4.600435 1.010014 -4.146968 0.06 -0.01 0.02 0.3483
H 4.577235 2.096514 -2.728468 0.08 -0.05 -0.06 0.3306
H 1.749335 2.929814 -3.071268 -0.28 0.00 0.30 0.4922
H 2.425035 2.399314 -1.507168 -0.20 -0.11 -0.36 0.3483
H 0.938135 1.593314 -2.217568 0.15 0.19 -0.38 0.0001
H 3.402735 -0.807586 -3.390968 -0.12 -0.07 0.06 0.7358
H 1.884135 -0.616986 -2.491668 0.43 0.09 -0.20 -0.0224
H 5.537035 -0.710386 -2.287868 0.01 0.00 -0.09 0.4583
H 6.819135 -0.711386 -0.181268 0.09 -0.03 0.00 0.4074
H 5.669135 -0.302386 1.956232 0.03 0.00 0.10 0.4344
H 3.254735 0.137314 2.016432 0.17 0.03 -0.16 0.4782
```
Forces are in eV/Å.